Entry 1:
This record from the Open Molecules 2025 dataset describes a structure of composition C10H10N2O5SSeV at a distorted geometry. The level of theory is ωB97M-V/def2-TZVPD.

Output
Kohn-Sham gap (spin up / spin down)   4.061 / 3.952 eV
E   -125620.512 eV
Multiplicity   2
LUMO level (spin up / spin down)   0.1675 / 0.1675 hartree
Total charge   -2
Largest force on an atom   2.69 eV/Å
Highest occupied orbital energy (spin up / spin down)   0.50 / 0.61 eV
Energy relative to the best compared isomer or geometry (same formula, charge and spin)   289.0 kJ/mol

Element x y z (Å)
Se  4.59  1.25  2.72
V  0.05  -0.36  0.37
S  -2.47  2.04  -1.05
O  1.33  -2.14  1.45
O  3.16  -3.36  0.87
O  -2.43  -1.11  -2.77
O  -1.69  -0.74  -0.68
O  -0.34  1.14  0.71
N  0.44  -1.86  -0.89
N  2.13  0.33  1.31
C  2.01  -2.68  0.52
C  3.09  0.68  1.85
C  0.17  -2.51  -3.19
C  1.62  -2.62  -0.80
C  -4.03  2.22  -1.94
C  -1.58  -1.20  -1.88
C  2.17  -3.23  -1.97
C  1.48  -3.17  -3.14
C  -0.27  -1.89  -2.08
C  -2.05  3.79  -0.89
H  -1.96  4.27  -1.87
H  -2.77  4.33  -0.29
H  3.10  -3.77  -1.90
H  -4.77  2.77  -1.35
H  -3.90  2.72  -2.90
H  -4.39  1.21  -2.12
H  3.27  -3.16  1.81
H  -1.08  3.81  -0.39
H  1.88  -3.66  -4.02
H  -0.43  -2.50  -4.09

---

Entry 2:
This record from the Open Molecules 2025 dataset describes an isolated molecule of C9H12N2O2 at a distorted geometry. The level of theory is ωB97M-V/def2-TZVPD.

Output
Kohn-Sham gap   7.999 eV
E   -16596.706 eV
LUMO level   0.0085 hartree
Largest force on an atom   3.98 eV/Å
SMILES string   C=C1C=CC=C[C@H]1O/[N+]([O-])=C(/C)N
Highest occupied orbital energy   -7.77 eV
Energy relative to the best compared isomer or geometry (same formula, charge and spin)   541.2 kJ/mol

Element x y z (Å)
O  0.20  -0.91  -0.61
O  1.15  -1.26  1.49
N  1.27  -0.91  0.28
N  2.33  -0.05  -1.64
C  -0.67  1.72  0.53
C  -1.09  -0.72  0.08
C  -1.57  0.67  0.42
C  -3.02  0.91  0.53
C  2.31  -0.36  -0.23
C  3.66  -0.45  0.45
C  -3.40  -1.43  -0.26
C  -2.09  -1.63  -0.49
C  -3.86  -0.13  0.21
H  3.55  -1.00  1.40
H  3.25  -0.11  -1.94
H  4.20  -0.90  -0.38
H  1.56  -0.35  -2.27
H  0.37  1.59  0.58
H  -4.93  -0.18  0.32
H  -0.82  -1.10  1.20
H  -4.20  -2.13  -0.59
H  -1.81  -2.54  -0.81
H  -1.09  2.63  0.92
H  4.21  0.52  0.59
H  -3.50  1.86  0.77

---

Entry 3:
This record from the Open Molecules 2025 dataset describes a cluster of 2 separate species, C3H11NO2 in total at a distorted geometry. The level of theory is ωB97M-V/def2-TZVPD.

Output
Kohn-Sham gap   9.957 eV
E   -8872.842 eV
LUMO level   0.0226 hartree
Largest force on an atom   1.75 eV/Å
SMILES string   CNCCO.O
Highest occupied orbital energy   -9.34 eV
Energy relative to the best compared isomer or geometry (same formula, charge and spin)   158.9 kJ/mol

Element x y z (Å)
O  -0.04  -0.41  1.79
O  0.43  -3.50  1.18
N  0.33  0.49  -0.86
C  -0.85  1.02  -0.18
C  -1.16  0.22  1.16
C  1.14  1.46  -1.57
H  0.46  -2.65  0.72
H  0.23  -3.95  0.34
H  2.02  0.88  -1.83
H  0.40  -0.91  1.12
H  -1.59  0.93  1.85
H  -1.78  -0.62  0.83
H  0.90  0.07  -0.14
H  0.73  1.67  -2.56
H  1.35  2.43  -1.12
H  -0.90  2.06  0.11
H  -1.67  0.79  -0.83